{"formula": "C47H94BrCl3O21S", "method": "ωB97M-V/def2-TZVPD", "elements": ["C", "C", "C", "C", "C", "C", "O", "Cl", "O", "C", "S", "Br", "C", "C", "O", "C", "C", "O", "C", "C", "O", "C", "C", "O", "C", "O", "C", "C", "C", "C", "O", "O", "C", "Cl", "C", "C", "Cl", "H", "H", "H", "H", "H", "H", "H", "H", "H", "H", "H", "H", "H", "H", "H", "H", "H", "H", "H", "H", "H", "H", "H", "H", "H", "H", "H", "H", "H", "H", "H", "H", "H", "H", "H", "H", "H", "H", "C", "O", "C", "C", "O", "C", "C", "O", "C", "H", "H", "H", "H", "H", "H", "H", "H", "H", "H", "H", "H", "H", "H", "C", "O", "C", "C", "O", "C", "C", "O", "C", "H", "H", "H", "H", "H", "H", "H", "H", "H", "H", "H", "H", "H", "H", "C", "O", "C", "C", "O", "C", "C", "O", "C", "H", "H", "H", "H", "H", "H", "H", "H", "H", "H", "H", "H", "H", "H", "C", "O", "C", "C", "O", "C", "C", "O", "C", "H", "H", "H", "H", "H", "H", "H", "H", "H", "H", "H", "H", "H", "H"], "positions_angstrom": [[4.372, 1.379, -0.061], [3.519, 2.546, -0.810], [4.353, 3.827, -1.374], [5.482, 4.454, -0.331], [5.729, 5.993, -0.860], [6.430, 6.001, -2.379], [5.677, 5.930, -3.484], [8.298, 6.157, -2.620], [5.235, 4.265, 1.070], [4.404, 5.178, 1.786], [2.819, 5.785, 1.048], [5.333, 6.840, 2.523], [3.966, 4.376, 3.195], [2.640, 3.434, 3.022], [2.560, 2.471, 4.158], [2.749, 1.085, 3.697], [4.324, 0.640, 3.495], [4.954, 0.080, 4.712], [6.117, -0.714, 4.197], [7.441, -0.630, 5.167], [7.899, 0.759, 5.386], [9.370, 0.792, 5.279], [10.003, 2.322, 5.510], [3.768, 5.285, 4.334], [4.659, 4.978, 5.462], [4.257, 3.826, 6.284], [4.603, 6.307, 6.468], [5.659, 6.179, 7.736], [5.011, 5.342, 9.023], [6.038, 4.073, 9.321], [7.330, 4.333, 9.570], [5.532, 2.679, 9.307], [6.926, 3.668, -0.655], [7.127, 2.288, -1.896], [8.212, 3.999, 0.083], [9.628, 3.186, -0.283], [8.335, 5.273, 1.412], [4.677, 0.478, -0.775], [5.322, 1.721, 0.524], [3.646, 0.888, 0.750], [3.012, 2.033, -1.762], [2.591, 2.855, -0.125], [4.774, 3.695, -2.484], [3.551, 4.704, -1.505], [6.436, 6.638, -0.190], [4.717, 6.614, -0.983], [1.930, 4.767, 0.681], [4.867, 3.653, 3.495], [1.651, 4.092, 3.091], [2.644, 2.783, 2.050], [2.332, 0.390, 4.573], [2.075, 0.801, 2.753], [4.326, -0.248, 2.698], [4.980, 1.512, 3.071], [5.737, -1.829, 4.103], [6.462, -0.291, 3.137], [8.325, -1.167, 4.570], [7.334, -1.256, 6.171], [9.787, 0.448, 4.228], [9.900, 0.116, 6.100], [11.037, 2.272, 6.062], [10.206, 2.866, 4.475], [9.194, 2.895, 6.143], [5.776, 4.832, 5.100], [5.101, 3.252, 6.324], [4.917, 7.269, 5.854], [3.533, 6.466, 6.915], [5.916, 7.257, 8.175], [6.707, 5.719, 7.403], [4.823, 6.017, 9.964], [3.973, 4.930, 8.646], [5.354, 2.460, 8.340], [9.428, 2.053, -0.052], [10.527, 3.594, 0.382], [9.903, 3.354, -1.429], [-0.271, -2.476, -2.005], [-0.471, -2.588, -0.605], [-1.449, -3.575, -0.272], [-1.073, -4.292, 1.033], [0.010, -5.222, 0.885], [1.314, -4.652, 0.712], [1.855, -3.958, 1.966], [1.241, -2.680, 2.128], [1.167, -2.276, 3.484], [-1.156, -2.053, -2.482], [0.581, -1.813, -2.175], [-0.031, -3.452, -2.442], [-1.557, -4.315, -1.070], [-2.402, -3.055, -0.135], [-1.934, -4.896, 1.339], [-0.885, -3.592, 1.841], [1.343, -3.996, -0.159], [1.972, -5.498, 0.486], [2.931, -3.794, 1.862], [1.671, -4.594, 2.839], [0.681, -3.044, 4.093], [0.559, -1.368, 3.538], [2.167, -2.060, 3.871], [-9.235, -5.288, 0.642], [-8.507, -4.095, 0.883], [-7.501, -4.263, 1.883], [-6.262, -3.418, 1.554], [-5.473, -3.950, 0.479], [-6.028, -3.821, -0.837], [-6.066, -2.378, -1.351], [-7.148, -1.667, -0.748], [-6.896, -0.276, -0.642], [-9.850, -5.539, 1.508], [-9.883, -5.123, -0.222], [-8.557, -6.115, 0.403], [-7.205, -5.312, 1.979], [-7.926, -3.925, 2.833], [-5.606, -3.435, 2.431], [-6.516, -2.377, 1.379], [-7.006, -4.300, -0.899], [-5.359, -4.393, -1.490], [-6.233, -2.375, -2.431], [-5.108, -1.891, -1.133], [-5.947, -0.091, -0.129], [-7.696, 0.171, -0.045], [-6.889, 0.186, -1.633], [-12.893, -3.073, -7.217], [-13.093, -3.185, -5.817], [-14.071, -4.171, -5.484], [-13.695, -4.889, -4.180], [-12.612, -5.819, -4.327], [-11.308, -5.249, -4.501], [-10.767, -4.555, -3.246], [-11.381, -3.276, -3.085], [-11.455, -2.872, -1.728], [-13.778, -2.650, -7.695], [-12.041, -2.410, -7.387], [-12.653, -4.049, -7.654], [-14.179, -4.912, -6.282], [-15.024, -3.651, -5.348], [-14.556, -5.493, -3.873], [-13.507, -4.189, -3.371], [-11.279, -4.593, -5.372], [-10.650, -6.095, -4.727], [-9.691, -4.391, -3.350], [-10.951, -5.191, -2.373], [-11.941, -3.641, -1.119], [-12.063, -1.965, -1.674], [-10.455, -2.656, -1.342], [0.727, 2.654, -8.484], [1.154, 1.408, -7.956], [1.990, 1.560, -6.808], [1.736, 0.431, -5.799], [0.500, 0.568, -5.083], [-0.695, 0.298, -5.828], [-0.873, -1.178, -6.195], [-0.027, -1.520, -7.294], [0.358, -2.884, -7.284], [1.572, 3.191, -8.918], [-0.013, 2.458, -9.264], [0.247, 3.260, -7.708], [1.823, 2.524, -6.318], [3.027, 1.510, -7.153], [2.521, 0.485, -5.036], [1.821, -0.549, -6.258], [-0.766, 0.946, -6.702], [-1.520, 0.581, -5.164], [-1.905, -1.360, -6.507], [-0.648, -1.798, -5.320], [0.805, -3.155, -6.323], [1.113, -3.031, -8.061], [-0.504, -3.523, -7.497]], "forces_ev_per_a": [[-0.594, -1.152, 0.691], [-0.371, -0.815, -0.889], [-1.497, 1.165, 0.195], [1.366, -0.642, -3.664], [0.678, 1.379, -0.485], [-4.654, -0.552, -5.373], [5.251, 0.494, 7.450], [-2.485, -0.128, 0.595], [-0.972, 1.640, -0.169], [-0.936, -2.112, 2.330], [-0.246, 0.995, -0.700], [-0.445, -0.750, -1.193], [0.891, -1.531, 0.582], [-0.577, -0.087, 0.547], [0.432, -0.626, -2.488], [0.076, -1.289, 1.303], [-0.811, -0.629, -1.067], [1.000, -0.040, -2.395], [0.652, 0.264, 0.336], [0.502, -1.104, -0.694], [1.342, -1.688, -0.590], [2.200, 0.765, 0.345], [-0.834, -0.354, -0.327], [1.245, -2.211, 0.114], [0.507, 1.892, 1.393], [2.606, 0.058, -1.368], [0.771, 0.180, -0.078], [0.249, 0.589, 0.509], [-0.132, -1.213, -1.260], [5.204, 1.356, 1.191], [-8.273, -2.048, -1.469], [1.096, 3.021, -1.569], [3.995, 1.367, 3.425], [-0.551, 2.128, 1.692], [-2.420, -1.974, -2.756], [-0.521, 0.812, 0.390], [-0.324, -1.823, -1.985], [-0.589, 2.167, 1.372], [-1.792, -0.399, -1.219], [1.572, 0.998, -1.724], [1.037, 1.191, 2.060], [2.277, -0.413, -1.449], [-0.588, 0.041, 2.834], [1.724, -1.918, 0.285], [-1.244, -1.547, -1.089], [2.175, -1.654, 0.158], [1.527, 0.206, 0.628], [-1.838, 1.494, -0.972], [2.296, -1.310, -0.233], [0.183, 1.575, 1.512], [0.951, 1.627, -1.799], [1.657, 0.877, 1.743], [-0.161, 1.966, 1.433], [-1.231, -1.518, 0.761], [1.022, 2.124, 0.093], [-0.797, -0.945, 2.280], [-2.078, 0.856, 1.085], [-0.019, 1.663, -1.896], [-1.271, 0.370, 1.915], [-1.450, 1.147, -1.623], [-2.201, -0.020, -0.916], [-0.710, -1.124, 2.218], [1.875, -0.878, -1.208], [-2.270, 0.271, 0.487], [-2.165, 1.121, -0.359], [-0.784, -2.052, 1.123], [1.912, -0.430, -1.104], [-0.598, -2.242, -1.268], [-2.393, 0.891, 0.730], [0.769, -1.504, -1.793], [2.153, 0.620, 1.012], [0.059, 0.449, 1.762], [0.509, 2.236, -0.584], [-2.190, -0.871, -1.395], [-0.793, -0.440, 2.540], [0.148, 0.100, 0.428], [0.107, -0.385, -0.363], [0.342, 0.274, 0.666], [-0.174, -0.301, -0.502], [0.125, 0.513, 0.002], [-0.046, -0.229, 0.329], [-0.344, 0.347, -0.536], [-0.167, -0.213, 0.306], [-0.037, 0.061, -0.402], [-0.065, -0.017, -0.218], [-0.162, 0.018, 0.083], [-0.109, -0.006, -0.074], [0.070, -0.016, -0.023], [-0.225, -0.196, 0.035], [0.119, -0.019, -0.160], [0.142, 0.257, -0.086], [-0.030, 0.220, 0.180], [-0.131, 0.005, 0.147], [0.185, -0.219, 0.001], [-0.033, 0.011, -0.024], [0.095, -0.032, 0.089], [0.133, -0.096, -0.107], [0.034, -0.032, 0.216], [0.105, 0.366, -0.094], [0.214, -0.454, -0.077], [0.059, 0.697, -0.392], [0.026, -0.572, 0.111], [-0.417, 0.230, -0.062], [0.338, 0.214, 0.005], [-0.599, -0.318, 0.313], [0.374, 0.120, 0.204], [-0.266, -0.276, 0.001], [-0.065, -0.201, 0.046], [0.054, 0.094, 0.158], [-0.050, -0.056, 0.100], [-0.003, -0.020, -0.070], [0.152, -0.058, 0.212], [-0.027, -0.145, -0.125], [-0.261, 0.041, -0.150], [-0.112, 0.252, 0.035], [0.062, 0.122, 0.136], [0.204, -0.096, -0.170], [-0.007, -0.010, 0.033], [0.079, 0.058, -0.084], [0.043, -0.148, -0.155], [0.114, 0.154, 0.006], [0.115, 0.083, 0.395], [0.050, -0.417, -0.329], [0.418, 0.279, 0.634], [-0.104, -0.293, -0.494], [0.048, 0.508, -0.001], [-0.004, -0.211, 0.343], [-0.352, 0.453, -0.551], [-0.201, -0.346, 0.238], [0.073, 0.149, -0.326], [-0.053, -0.035, -0.208], [-0.151, -0.004, 0.113], [-0.106, 0.016, -0.070], [0.068, -0.009, -0.022], [-0.214, -0.162, 0.022], [0.123, -0.042, -0.146], [0.146, 0.257, -0.088], [-0.031, 0.215, 0.187], [-0.137, 0.000, 0.142], [0.189, -0.222, 0.014], [-0.048, -0.010, -0.024], [0.060, -0.057, 0.092], [0.138, -0.107, -0.118], [0.014, -0.038, 0.212], [-0.027, -0.393, 0.005], [-0.177, 0.375, 0.321], [-0.237, -0.752, -0.145], [-0.035, 0.573, 0.128], [0.037, -0.155, -0.455], [0.022, -0.262, 0.284], [0.296, 0.493, -0.495], [0.191, -0.182, 0.391], [-0.040, 0.346, -0.216], [0.003, 0.213, -0.014], [0.166, -0.073, 0.055], [0.095, 0.084, -0.023], [-0.065, 0.009, -0.005], [0.180, 0.071, 0.191], [-0.141, 0.121, -0.011], [-0.110, -0.017, -0.282], [0.103, -0.223, -0.143], [0.156, -0.105, 0.057], [-0.204, 0.017, 0.196], [0.033, 0.013, 0.007], [-0.074, -0.093, 0.063], [-0.187, 0.103, 0.049], [0.027, -0.174, 0.087]], "mulliken_charge": [-0.3077, -0.0923, -1.0985, 0.5579, -0.4105, 0.2835, -0.4922, -0.1650, 0.1972, 0.1409, -0.2041, -0.0678, 0.6487, -0.5365, -0.3479, -0.4066, 0.2555, -0.4143, -0.2328, -0.6065, -0.1380, -0.3630, -0.6935, -0.4444, -0.0106, -0.4580, -0.6142, -0.6086, -0.2416, 0.3308, -0.5210, -0.4657, -0.1973, -0.1583, -0.0789, -0.9932, -0.1677, 0.3448, -0.0208, -0.1147, 0.1693, 0.1070, 0.4607, 0.2905, 0.4505, 0.4568, 0.1801, 0.1077, 0.2195, 0.0862, 0.2230, 0.1009, 0.3868, -0.1168, 0.2573, 0.2535, 0.3269, 0.2254, 0.3104, 0.2664, 0.3029, 0.1612, 0.1210, 0.3794, 0.2723, 0.2215, 0.2980, 0.3214, 0.3053, 0.3759, 0.1937, 0.3474, 0.2876, 0.3051, 0.2553, -0.9846, -0.2290, -0.3668, -0.2720, -0.5010, -0.3005, -0.6006, -0.2372, -0.7792, 0.3576, 0.3688, 0.3897, 0.3116, 0.2470, 0.3568, 0.0869, 0.0439, 0.4250, 0.4052, 0.3761, 0.4185, 0.2126, 0.2500, -0.3634, -0.1954, -0.6322, -0.3289, -0.4163, -0.3044, -0.5465, -0.1926, -0.8639, 0.3534, -0.2646, 0.3930, 0.3748, 0.3923, 0.4128, 0.1127, 0.0147, 0.4530, 0.4091, 0.3188, 0.3556, 0.2319, 0.3196, -0.8012, -0.2602, -0.5613, -0.2842, -0.4813, -0.4338, -0.3279, -0.3040, -0.5709, 0.3306, 0.2297, 0.3532, 0.3554, 0.3873, 0.4086, 0.0851, 0.1397, 0.4167, 0.3704, 0.2022, 0.3527, 0.2776, 0.1018, -0.7843, -0.2759, -0.6006, -0.3423, -0.4211, -0.3612, -0.3884, -0.2765, -0.7510, 0.3357, 0.2267, 0.3477, 0.3620, 0.3973, 0.4223, 0.1169, 0.1046, 0.4298, 0.4354, 0.1567, 0.3002, 0.2368, 0.3336], "homo_energy_ha": -0.3360, "e_lumo_ev": -0.38, "smiles": "CCC[C@@](CC(=O)Cl)(O[C@](S)(Br)[C@H](COCCOCCOCC)O[C@H](O)CCCC(=O)O)/C(Cl)=C(/C)Cl.COCCOCCOC.COCCOCCOC.COCCOCCOC.COCCOCCOC"}